{"formula": "C24H32BN7O7PPtS", "method": "ωB97M-V/def2-TZVPD", "total_charge": -1, "homo_lumo_gap_ev": [7.25, 8.58], "max_force_ev_per_a": 2.9, "lumo_ev": [2.61, 2.47], "mol_weight_g_mol": 799.5, "total_energy_ev": -74223.6416, "spin_multiplicity": 3, "s2": 2.005, "species": ["Pt", "C", "C", "N", "N", "C", "B", "N", "C", "C", "C", "N", "N", "C", "C", "C", "N", "H", "H", "H", "H", "H", "H", "H", "H", "H", "H", "O", "S", "O", "N", "C", "O", "C", "C", "C", "C", "C", "C", "H", "H", "H", "H", "C", "C", "C", "C", "O", "P", "O", "O", "O", "C", "C", "C", "C", "H", "H", "H", "H", "H", "H", "H", "H", "H", "H", "H", "H", "H", "H", "H", "H", "H", "H"], "positions_angstrom": [[0.92537, 0.36564, -0.28451], [-1.60249, 3.73772, -1.76880], [-1.49345, 2.49189, -1.11436], [-0.24800, 2.06650, -1.25893], [0.44497, 2.93466, -1.98249], [-0.34874, 3.98220, -2.28509], [1.93152, 3.17773, -1.69371], [2.80936, 1.90840, -2.15874], [3.74570, 1.81460, -3.14807], [4.19843, 0.53115, -3.16085], [3.51741, -0.11677, -2.11537], [2.65194, 0.70089, -1.57254], [2.01218, 3.37207, -0.09214], [2.05095, 4.43623, 0.67583], [1.80289, 4.09345, 1.97073], [1.56691, 2.73353, 1.90308], [1.69220, 2.31713, 0.63383], [-2.49682, 4.33380, -1.84312], [-2.19614, 1.93278, -0.55747], [0.02280, 4.72531, -2.98115], [2.35959, 4.13009, -2.34488], [3.93074, 2.71519, -3.73153], [4.99589, 0.13481, -3.83304], [3.42823, -1.14178, -1.87148], [2.23516, 5.43442, 0.31275], [1.80922, 4.76763, 2.78557], [1.40455, 2.02900, 2.69909], [1.77171, -2.96624, -1.26104], [1.93172, -2.97728, 0.17218], [0.98137, -3.76690, 0.90870], [2.08438, -1.46880, 0.59109], [3.12224, -1.19066, 1.43484], [3.31803, -0.11545, 1.96842], [4.04403, -2.44349, 1.51115], [5.24784, -2.56208, 2.15210], [5.96488, -3.76873, 2.07957], [5.50752, -4.77241, 1.22262], [4.34853, -4.61261, 0.53450], [3.60366, -3.46307, 0.72937], [5.62385, -1.69255, 2.71041], [6.88505, -3.86778, 2.63463], [6.03100, -5.71491, 1.14863], [3.96269, -5.41398, -0.08422], [-3.39195, -0.47255, -3.39865], [-3.49189, -1.24221, -2.03393], [-3.19811, -2.71029, -2.31849], [-4.80606, -0.99826, -1.27285], [-2.43828, -0.67753, -1.25106], [-2.24964, -1.00012, 0.32100], [-2.58759, -2.39101, 0.71261], [-0.83282, -0.52570, 0.57445], [-3.27606, 0.07625, 1.01450], [-3.33106, 0.26122, 2.45891], [-4.79331, 0.20647, 2.85701], [-2.76702, 1.61242, 2.82112], [-2.61042, -0.87510, 3.26149], [-4.00863, -0.99767, -4.09420], [-2.32925, -0.50876, -3.70363], [-3.75410, 0.55101, -3.32099], [-3.96994, -3.15492, -2.94591], [-3.19397, -3.25401, -1.37241], [-2.21187, -2.80028, -2.75324], [-5.67734, -1.36395, -1.86951], [-4.95566, 0.05685, -1.10680], [-4.78003, -1.56256, -0.30687], [-5.39606, 0.89833, 2.26687], [-4.96723, 0.50890, 3.90816], [-5.24404, -0.78088, 2.76935], [-3.39165, 2.36781, 2.36484], [-1.75258, 1.72837, 2.53859], [-2.86997, 1.74489, 3.92382], [-2.96507, -1.83125, 2.91527], [-2.81860, -0.80947, 4.31235], [-1.51867, -0.86739, 3.09263]]}